1.
65
Properties=species:S:1:pos:R:3 method="wB97M-V/def2-TZVPD" de_lowest_kcal_mol=18.5 homo_ev=-0.69 charge=-2 largest_force_ev_per_a=0.78 energy_ev=-94915.98003 orbital_gap_ev=3.6 e_lumo_ev=2.888
H 2.3934 5.2818 -1.8101
C -0.8024 2.8261 -3.5205
H 0.4043 5.0413 1.4989
H 2.9884 3.1427 -0.9058
C -4.4692 -1.8697 3.5431
C 1.5306 4.6466 -1.5992
H -4.9888 -3.4655 2.1996
Cs 0.0076 -0.3499 -0.7446
O 2.7207 -0.8161 0.5244
C 4.2710 -5.2179 -0.5882
H 0.3458 5.2135 -6.3398
C 1.8986 -3.6046 -0.3656
C 0.4826 4.4745 0.5670
C -3.1553 -2.4781 1.6528
C -0.5914 2.2242 4.3956
H 5.3220 -3.5103 0.1231
O -1.6463 0.7989 -2.5751
S 1.4006 1.1357 -3.8794
H -0.7114 2.9436 5.1957
H -1.6993 5.7579 -5.0247
N -2.2492 -1.5509 1.8910
H -0.4722 5.3952 -1.1547
H 1.2133 3.0594 3.5568
H 1.3036 2.5733 -1.0108
H -2.9773 -3.0982 0.7804
C -2.6870 1.0776 5.1313
C -1.1298 4.8582 -4.8170
C -4.2840 -2.6849 2.4511
O 0.8543 -2.9419 -0.2506
C -1.5460 1.2148 4.2470
H -0.3421 3.7532 0.4923
H -5.3243 -1.9668 4.1994
C 1.9046 -4.9843 -0.8320
N -2.9564 1.8300 6.1790
C -1.2932 1.9798 -2.3588
C 0.4639 2.2824 3.5124
C -3.5232 -0.8781 3.8019
C -1.4067 0.3041 3.1966
N -0.3700 0.3528 2.3685
C -2.4206 -0.7533 2.9524
H 2.9508 -6.7741 -1.2925
H 0.8286 6.3733 -0.4432
S -4.3359 1.2722 6.8220
N -4.6242 0.0423 5.8057
H 1.3516 1.3138 1.8038
C -1.5118 3.9865 -3.8019
C 0.7378 3.4075 -5.2556
Cl 5.7035 -6.2286 -0.7175
H -2.3793 4.2139 -3.1902
H 1.6431 3.1826 -5.8091
Cl 0.3614 -5.6790 -1.2572
O -1.2835 2.5565 -1.2341
C 3.4753 -1.7625 0.4356
H 1.0820 4.3527 -2.5446
C -3.6518 0.0443 4.9166
C 0.5363 1.3005 2.5204
C 1.9432 3.4240 -0.7909
O 1.7273 3.7879 0.5867
C 0.0120 4.5502 -5.5465
C 3.2237 -3.1111 -0.0458
H 4.5201 -1.6342 0.8059
C 4.3574 -3.9271 -0.1481
C 0.3749 2.5074 -4.2383
C 0.5105 5.3564 -0.6860
C 3.0244 -5.7537 -0.9400

***

2.
57
Properties=species:S:1:pos:R:3 method="wB97M-V/def2-TZVPD" spin_multiplicity=4 de_lowest_kcal_mol=5.9 homo_ev="0.63 / -0.82" charge=-2 largest_force_ev_per_a=0.78 energy_ev=-84324.59346 orbital_gap_ev="4.0 / 5.5" e_lumo_ev="4.637 / 4.629"
H -0.6703 -2.1959 -5.0407
H -4.0623 -1.2864 1.0618
H -1.1746 -0.1956 3.1275
C 3.8903 0.9704 1.1588
C 0.9108 2.9987 2.5633
N -2.2061 -4.1320 4.2588
N -1.8892 1.2149 0.9976
H -0.4847 3.4822 -3.1261
C 2.2161 0.0032 -0.3023
H 1.0818 1.8006 -2.2161
C -2.7481 1.6427 -1.3134
C 4.3423 0.7524 -1.1859
C -0.5749 0.6943 2.9669
Co -0.8294 -1.5799 1.0729
C -0.0451 -2.3641 -4.1710
C 4.7498 1.1425 0.0830
P 0.4853 -0.6248 -0.4564
C 2.6355 0.4069 0.9653
C -3.6801 -0.4516 0.4796
N -1.2331 -3.0160 2.3159
H 1.9580 0.2806 1.8046
H 0.8919 -4.1147 -4.9928
C -0.4004 0.8137 -1.0123
C -4.0921 1.3090 -1.1816
C 0.8286 -3.4408 -4.1460
C -2.2314 2.5894 -2.2160
H -0.2794 3.2683 0.7866
C 0.0416 1.7866 -1.8957
H 0.6106 0.4123 4.7250
C -2.2214 -0.1663 0.5356
C 1.5330 -2.7884 -1.9394
C -1.7237 -3.4593 3.2782
C -4.5258 0.2540 -0.3165
C -0.1271 -1.4970 -3.0835
H -0.8126 -0.6552 -3.0921
C 1.1743 2.2047 3.6804
H 2.1391 -2.9632 -1.0557
H 1.4944 3.8981 2.3938
C -0.8517 2.7217 -2.4452
H -4.8236 1.8182 -1.8047
C 0.6719 -1.6893 -1.9628
H 1.9505 2.4796 4.3858
C -0.0832 2.6585 1.6623
C 1.6197 -3.6532 -3.0208
H 5.7299 1.5826 0.2303
H 2.7756 -0.1155 -2.3691
H 4.1961 1.2742 2.1537
H 2.2937 -4.5021 -2.9864
N -3.1291 -3.5552 6.4720
C -2.6892 -3.7607 5.4140
H -2.9339 3.2013 -2.7789
C -0.8589 1.4988 1.8511
H 5.0050 0.8900 -2.0334
H -5.5812 -0.0128 -0.3341
C 0.4191 1.0502 3.8684
C -1.7663 0.9303 -0.4387
C 3.0841 0.1888 -1.3753

***

3.
59
Properties=species:S:1:pos:R:3 method="wB97M-V/def2-TZVPD" spin_multiplicity=3 homo_ev="-14.35 / -14.37" charge=+2 largest_force_ev_per_a=1.30 energy_ev=-43692.39536 orbital_gap_ev="6.5 / 6.3" e_lumo_ev="-7.811 / -8.076"
H -0.0001 -5.7076 0.3416
H 4.5828 -2.1110 1.1629
C -1.1556 2.6319 -0.5145
C -0.0001 -3.9325 -0.8634
H 4.6341 1.4601 -1.2331
C 0.0001 2.5810 4.3538
H 1.2265 7.3043 -0.9913
C 0.0001 1.5807 3.4028
C 4.1479 0.7400 -0.5910
C 0.0000 -1.8150 0.2776
H -0.0001 -4.4322 2.4938
H -4.5827 -2.1110 1.1631
H -0.0001 -4.4832 -1.7957
C -4.7756 -0.4016 -0.1594
N -2.1699 0.1788 0.6355
W 0.0001 0.1950 0.8140
H 2.5017 5.1752 -0.7886
C 4.7756 -0.4016 -0.1595
H -2.2965 -1.5392 1.7989
C -0.6902 4.0142 -0.6647
C 4.1132 -1.2317 0.7462
C 1.1557 2.6319 -0.5145
H 0.0001 3.6238 4.0700
N 0.0001 1.7760 -0.3915
C 0.0001 -0.1405 5.1101
C -4.1478 0.7400 -0.5909
C 0.0000 -2.5344 -0.9024
C 0.0000 -2.5372 1.5072
C -0.0001 -3.9264 1.5360
N 0.0000 -0.6353 2.6713
C -2.8543 1.0341 -0.1618
H 2.2965 -1.5392 1.7987
C 2.8544 1.0342 -0.1619
C -4.1131 -1.2316 0.7464
N 0.0000 -1.8907 2.7637
H -4.6340 1.4601 -1.2329
N 2.1700 0.1788 0.6354
H -1.2265 7.3042 -0.9913
H 0.0001 -1.1868 5.3834
C -2.8356 -0.9116 1.1088
H 0.0000 -2.0323 -1.8609
C -0.6992 6.3643 -0.8974
C -0.0001 -4.6265 0.3379
N 2.3701 2.2865 -0.4905
H 0.0002 2.9697 6.4598
C -1.4202 5.1833 -0.7819
C 1.4202 5.1834 -0.7820
H 5.7801 -0.6316 -0.4893
C 0.6904 4.0142 -0.6648
H -2.5017 5.1751 -0.7885
C 0.0001 0.2443 3.7832
N -2.3699 2.2864 -0.4904
C 0.0001 2.2052 5.6945
H 0.0002 0.5983 7.1152
H 0.0000 1.8782 2.3401
H -5.7800 -0.6316 -0.4891
C 0.0001 0.8640 6.0668
C 0.6992 6.3644 -0.8974
C 2.8357 -0.9116 1.1086

***

4.
62
Properties=species:S:1:pos:R:3 method="wB97M-V/def2-TZVPD" spin_multiplicity=6 de_lowest_kcal_mol=17.5 homo_ev="-7.60 / -7.62" charge=0 largest_force_ev_per_a=2.92 energy_ev=-93603.39355 orbital_gap_ev="7.5 / 6.8" e_lumo_ev="-0.057 / -0.793"
C -1.5186 0.0881 -2.7008
O -0.0394 -2.1380 -0.0125
N 1.1253 0.3355 -1.2178
C 0.6940 -2.9860 0.7308
C 0.6731 3.9392 -1.2220
C 2.3592 -4.6363 2.3408
C -2.0968 1.2841 -2.2910
C 1.8320 -0.4017 -2.1413
C -2.5147 -0.8150 1.7871
C -2.4616 -2.3912 3.3507
H -0.3859 5.7103 1.4360
H 0.0082 3.5425 2.5474
H -4.3995 -1.7306 2.4754
C 1.4486 1.6036 -1.3729
H -0.2548 -2.2566 3.5392
H 2.3899 0.6067 2.5846
O 0.7725 1.3661 1.4199
H -3.8458 0.3571 0.5979
H -0.0102 5.9552 -1.0042
Fe 0.0130 -0.2134 0.6895
C 1.6286 -2.4475 1.6537
C -1.9177 0.6549 -5.0068
H -3.1971 2.0755 -0.6466
C 0.2056 3.6659 1.4903
C -1.1737 -1.9510 3.0653
C 0.6503 2.5436 0.7824
N -1.8475 0.6555 0.1136
H 0.8290 4.0245 -2.2913
H 4.0371 -3.1172 3.9561
H -1.5127 2.5395 -0.6635
C 2.5941 0.4426 -2.8696
C 0.6134 -4.3316 0.6856
H -3.0759 3.0780 -2.9460
C 0.9285 2.7165 -0.5956
N 1.6382 -1.0675 1.7262
N 2.3468 1.7082 -2.3641
C 3.3482 -1.1931 3.3688
H 1.3434 -6.2312 1.4117
C 2.4772 -3.2511 2.4575
H 4.0117 -0.6562 4.0321
H 2.7678 2.5714 -2.6627
C -2.1882 1.7016 -0.8361
H -1.1503 -0.6173 -1.9638
I -0.7984 -5.1679 -0.5972
C -2.6078 2.1494 -3.2565
H -1.8496 0.4099 -6.0584
C 1.4451 -5.1558 1.4857
H -0.9774 -1.1580 -4.3529
H -2.9151 2.5282 -5.3398
C -1.4281 -0.2212 -4.0519
C -2.5157 1.8429 -4.6033
C -2.8067 0.0979 0.7906
H 3.2762 0.2702 -3.6811
N -1.1905 -0.9888 2.1285
C 2.4562 -0.4704 2.5557
C -3.3257 -1.6583 2.5339
C 0.1978 5.0178 -0.5087
H 1.7248 -1.4694 -2.2111
C -0.0183 4.8718 0.8590
H -2.7283 -3.1365 4.0795
I 3.5558 -5.9385 3.4692
C 3.3605 -2.5567 3.3250

***

5.
66
Properties=species:S:1:pos:R:3 method="wB97M-V/def2-TZVPD" de_lowest_kcal_mol=62.1 homo_ev="-11.59 / -11.59" charge=+1 largest_force_ev_per_a=1.15 energy_ev=-165621.28643 orbital_gap_ev="5.5 / 5.5" e_lumo_ev="-6.068 / -6.069"
C -1.5215 2.7049 -3.5437
C 0.6202 -2.3223 4.3003
H 5.1046 -1.2736 -1.3471
C -3.1211 -3.7125 -0.8267
H -0.8909 4.6165 3.7174
H 4.4954 2.9460 -0.9241
C -0.4898 3.7513 3.2036
C -1.3927 1.9339 -2.2547
H 2.1512 -3.2842 5.4555
H -3.3247 -2.2456 -5.0396
Cl -2.0919 1.6929 -4.8600
C 3.3646 -0.6884 -0.2561
C -2.6974 3.3847 2.1063
H -3.4763 -4.4470 -0.1205
H 5.8079 1.0517 -1.8024
H -0.5606 3.1257 -3.8201
H 3.0343 -1.7060 -0.0977
C -2.9426 1.5024 0.5969
H -3.6709 -4.8205 -2.5726
C 1.3166 2.2142 2.7803
C -1.3334 3.0523 2.3067
C 4.1755 1.9305 -0.7336
C -1.6274 1.2322 0.7564
H -1.9547 -0.9604 -3.1523
H -3.5803 0.9044 -0.0342
Pd -0.7338 0.1835 -0.7122
C 1.9342 -2.6532 4.6037
C -2.7878 -2.9324 -3.0728
O 0.8849 -1.5541 -1.5034
Br -2.3509 -2.2872 1.4541
C 2.9678 -2.1652 3.8213
O -2.2059 1.0150 -1.9831
H -3.3522 -4.0037 -4.8478
C -2.5338 -2.5451 -0.3854
C -2.8280 -3.0928 -4.5661
H 2.3992 2.5330 0.2949
H -3.1140 4.2320 2.6356
O 1.8051 0.4771 -2.3474
C 0.3445 -1.5325 3.2001
Cl 1.2844 -0.8105 -2.7293
C 2.6979 -1.3780 2.7114
C 0.5401 1.5580 1.8624
O 2.2410 -1.5737 -3.4571
C 1.3730 -1.0623 2.3864
Cl -2.6355 4.0543 -3.2136
H -0.1900 -2.6765 4.9235
C 4.5223 -0.4456 -0.9667
C 4.9201 0.8636 -1.2127
C -3.4797 2.6239 1.2950
C -2.2630 -1.7750 -2.5221
C 0.7942 3.3451 3.4418
H -0.6746 -1.2533 2.9968
N -2.1102 -1.5817 -1.2049
H -1.8149 -3.1428 -4.9670
C 3.0055 1.6993 -0.0307
H 2.3236 1.8776 2.9954
H -4.5242 2.8650 1.1509
C 2.6043 0.3870 0.2243
O 0.0670 -0.5874 -3.4919
C -0.7808 1.9479 1.6174
O -0.4689 2.1640 -1.4059
H 3.5170 -1.0025 2.1199
C -3.2284 -3.9071 -2.1941
H 1.4098 3.8751 4.1556
H 3.9954 -2.3933 4.0710
P 1.0517 0.0715 1.0146

***

6.
65
Properties=species:S:1:pos:R:3 method="wB97M-V/def2-TZVPD" de_lowest_kcal_mol=4.0 homo_ev=-7.44 charge=0 largest_force_ev_per_a=1.84 energy_ev=-73171.93879 orbital_gap_ev=6.4 e_lumo_ev=-1.006
H 7.0202 -1.0221 2.3431
C 0.1530 -1.8335 2.6743
H -3.0109 4.2248 -1.6229
H -1.3501 -3.0148 4.5191
O -0.7322 -2.6143 0.0457
H -2.1275 2.2806 -5.8414
Pt 0.0522 -0.7124 -0.2717
C -0.9535 -2.7414 2.4230
C -2.3861 1.1578 -0.2890
O 2.9863 3.1645 0.1068
C 1.8065 -0.8685 3.7931
C -2.7894 -4.0360 3.3296
H 4.9444 -1.9736 1.3309
H -3.5706 0.4610 -6.5651
H -3.3524 -4.3877 4.1833
N 2.3204 0.9475 -0.0824
S 0.5404 -1.2932 -2.6029
C 4.4382 1.3297 0.7642
N 0.3680 2.2182 -0.5856
H 5.7476 2.9389 1.2884
C -2.6813 1.4810 1.0395
C 4.2227 -0.0410 0.7602
C 3.2315 2.0003 0.2279
C 6.2952 -0.3739 1.8693
C 2.8841 -0.2876 0.2058
H -2.0322 -0.3093 -1.7852
C 6.5229 0.9998 1.8516
C -3.0707 2.7548 1.4182
N -1.3150 -0.6186 -4.3720
C 5.5939 1.8678 1.2960
H -4.1089 -4.9074 1.8740
H -2.3350 1.9448 -2.2694
Cl -2.5276 0.2698 2.2723
H -3.7503 -0.8847 -5.4158
C -2.9210 3.4522 -0.8698
H 1.8335 0.8782 2.4773
O 2.2770 -1.3249 0.0407
C 5.1437 -0.9100 1.3130
C -3.1809 3.7489 0.4592
C 1.4497 -0.0917 2.7422
C -0.6478 1.9916 -4.2941
C -1.9348 -0.1865 -0.7105
H -2.6276 -1.0299 -6.7577
N 0.4304 -0.6986 2.0443
C -2.5143 -3.8363 0.9465
C -0.3579 -0.1424 -3.5772
C -1.6615 -3.2666 3.5104
H -3.4670 4.7506 0.7524
N 0.9768 -1.9631 3.7433
C -1.9549 0.2330 -5.1723
H 2.5567 -0.7324 4.5512
H -2.8255 -4.0479 -0.0685
H -2.4916 -0.9632 -0.1895
H 7.4337 1.3876 2.2879
C -3.2123 -4.3201 2.0297
C -2.5381 2.1754 -1.2317
H -3.2854 2.9663 2.4568
C -3.0445 -0.3297 -6.0330
H 0.9482 3.0492 -0.5324
H 1.0172 -2.7668 4.3447
N -0.0095 1.1461 -3.4982
C -1.3678 -3.0246 1.1032
H -0.3473 3.0316 -4.2115
C -1.6312 1.5845 -5.1800
C 0.9200 1.1185 -0.3895

***

7.
62
Properties=species:S:1:pos:R:3 method="wB97M-V/def2-TZVPD" spin_multiplicity=5 de_lowest_kcal_mol=0.0 homo_ev="-13.46 / -13.48" charge=+2 largest_force_ev_per_a=0.63 energy_ev=-55066.19143 orbital_gap_ev="7.6 / 3.8" e_lumo_ev="-5.815 / -9.685"
H 3.3754 2.7718 -3.7693
C 0.9947 5.5457 0.9561
H 1.8769 6.0988 1.2463
C -4.6502 -2.6307 -3.2300
N 0.1160 -1.5938 2.1421
C 1.2855 -1.8650 2.7011
H -4.6794 -2.5992 0.7224
C -3.5257 -3.1801 -3.8306
H 2.3253 -2.6161 4.4231
H -1.9916 -2.7078 4.4759
H -5.4274 -1.5480 -1.5615
C 2.2125 0.2649 -1.8266
C -1.0252 -1.9033 2.7336
C -1.3884 5.5349 0.2499
H 1.2810 -0.2811 -1.6252
H -2.2073 3.5992 -0.1383
H 5.4983 0.2529 -1.0453
C -3.2406 -1.1174 -0.0662
H 5.2573 -1.8537 0.8505
C -4.5384 -1.9778 -2.0123
H 3.5784 -2.2035 -0.7886
C -2.2948 -3.0749 -3.2051
C -0.1562 3.4892 0.4967
C 0.1693 -2.6812 4.6298
C 4.5610 0.5456 -1.5057
C -2.1576 -1.6599 1.8103
O 3.6399 -1.6119 2.1196
O -1.0075 1.4022 -0.2522
C 2.1924 1.3038 -2.7431
C -1.0531 -2.4528 4.0037
H -5.6164 -2.7108 -3.7096
Ir 0.0968 -0.6315 0.1151
H -3.6119 -3.6943 -4.7783
C -1.3446 4.1703 0.1751
O -3.3924 -1.9026 2.1880
O 0.8295 1.3865 0.9809
C 1.0056 4.1801 0.8866
N 2.1153 -1.4480 0.4938
H 0.1911 -3.1082 5.6232
C 4.4080 -1.1853 0.9394
I -0.2497 8.2189 0.7398
H -1.2146 -2.3755 -1.5022
C 3.3729 1.9692 -3.0440
H -4.9935 -0.9409 1.2995
H -3.3962 -0.0526 -0.2507
N -1.9414 -1.2420 0.6217
C -2.1856 -2.4204 -1.9843
C -0.1124 1.9855 0.4054
H 1.8946 3.6136 1.1271
C 1.3664 -2.4040 3.9713
H 4.7411 -0.1673 1.1300
C 4.5557 1.5846 -2.4270
H 1.2659 1.5774 -3.2310
H 5.4819 2.0885 -2.6694
C 3.3833 -0.1198 -1.1862
H -1.4157 -3.5107 -3.6617
C -0.2109 6.2320 0.6402
C -4.2287 -1.6509 1.0021
C -3.3044 -1.8651 -1.3793
H -2.2910 6.0801 0.0124
C 3.3985 -1.2860 -0.2227
C 2.3826 -1.6215 1.7335

***

- Look up the charge of the seventh one.
  +2